ORCA calculation (ωB97M-V/def2-TZVPD) on 7 unconnected molecules or ions with the total composition C57H73Br3FN9O4P in a non-equilibrium geometry.

The charge is -1. The value obtained for the molar mass is 1237.95 g/mol. Its LUMO energy is 1.747 eV. The total energy comes out at -11172.54606 a.u. The calculation puts the HOMO energy at -4.36 eV. Its multiplicity is 1. For the HOMO-LUMO gap, the calculation gives 6.1029 eV.

Each atom is followed by the atoms it is bonded to, with distances in Å.
Cartesian coordinates (Å):
1 C 1.71 -1.59 4.61  C2 1.610, H40 1.149, H41 1.141, H42 1.145
2 C 2.68 -0.37 4.20  C1 1.610, O3 1.264, N4 1.486
3 O 3.67 -0.06 4.92  C2 1.264
4 N 2.35 0.37 2.96  C2 1.486, C5 1.498, H43 1.030
5 C 3.56 0.21 2.08  N4 1.498, C6 1.609, H44 1.145, H45 1.156
6 C 3.41 0.87 0.62  C5 1.609, C7 1.613, H46 1.159, H47 1.141
7 C 2.00 0.52 -0.08  C6 1.613, C8 1.601, H48 1.155, H49 1.160
8 C 0.87 1.65 0.06  C7 1.601, C9 1.603, H50 1.158, H51 1.142
9 C 0.93 2.84 -1.01  C8 1.603, C10 1.597, O16 1.465, C33 1.627
10 C 2.32 3.29 -1.65  C9 1.597, C11 1.592, H52 1.157, H53 1.158
11 C 2.98 2.27 -2.68  C10 1.592, O12 1.251, N13 1.505
12 O 2.41 1.42 -3.40  C11 1.251
13 N 4.48 2.38 -2.82  C11 1.505, C14 1.495, C15 1.508
14 C 5.04 1.20 -3.55  N13 1.495, H54 1.156, H55 1.138, H56 1.142
15 C 4.66 3.55 -3.75  N13 1.508, H57 1.156, H58 1.140, H59 1.155
16 O -0.02 2.34 -2.01  C9 1.465, P17 1.727
17 P -1.13 3.48 -2.68  O16 1.727, N18 1.803, F19 1.780, C20 1.953, C24 1.900, O32 1.755
18 N 0.15 3.88 -3.89  P17 1.803, H60 1.027, H61 1.024
19 F -1.72 2.41 -3.98  P17 1.780
20 C -2.19 4.82 -3.63  P17 1.953, C21 1.615, H62 1.158, H63 1.154
21 C -2.65 6.06 -2.71  C20 1.615, C22 1.638, H64 1.140, H65 1.155
22 C -3.85 6.81 -3.53  C21 1.638, Br23 2.023, H66 1.150, H67 1.148
23 Br -2.89 8.05 -4.82  C22 2.023
24 C -2.69 2.88 -1.77  P17 1.900, C25 1.582, H68 1.157, H69 1.156
25 C -2.67 1.41 -1.20  C24 1.582, C26 1.543, C30 1.581
26 C -2.16 0.13 -1.91  C25 1.543, C27 1.590, H70 1.136
27 C -2.18 -1.32 -1.26  C26 1.590, C28 1.551, H71 1.148
28 C -2.74 -1.50 0.17  C27 1.551, C29 1.546, H72 1.138
29 C -3.30 -0.24 0.88  C28 1.546, C30 1.573, H73 1.142
30 C -3.29 1.19 0.24  C25 1.581, C29 1.573, C31 1.593
31 C -3.93 2.35 1.12  C30 1.593, H74 1.150, H75 1.157, H76 1.148
32 O -0.69 4.71 -1.52  P17 1.755, C33 1.473
33 C 0.19 4.18 -0.46  C9 1.627, O32 1.473, C34 1.610, C35 1.606
34 C -0.84 4.07 0.77  C33 1.610, H77 1.153, H78 1.140, H79 1.157
35 C 1.05 5.48 -0.09  C33 1.606, Br36 2.011, C37 1.415
36 Br 0.80 7.12 -1.23  C35 2.011
37 C 1.97 5.63 0.96  C35 1.415, C38 1.600, Br39 1.968
38 C 2.71 7.03 1.21  C37 1.600, H80 1.140, H81 1.154, H82 1.152
39 Br 2.39 4.12 2.16  C37 1.968
40 H 0.91 -1.82 3.82  C1 1.149
41 H 1.24 -1.35 5.62  C1 1.141
42 H 2.36 -2.53 4.73  C1 1.145
43 H 1.52 -0.12 2.59  N4 1.030
44 H 3.92 -0.87 1.96  C5 1.145
45 H 4.42 0.78 2.61  C5 1.156
46 H 4.22 0.38 -0.03  C6 1.159
47 H 3.62 1.99 0.59  C6 1.141
48 H 2.11 0.17 -1.17  C7 1.155
49 H 1.60 -0.42 0.48  C7 1.160
50 H -0.14 1.11 -0.11  C8 1.158
51 H 0.85 1.97 1.16  C8 1.142
52 H 3.03 3.53 -0.78  C10 1.157
53 H 2.22 4.29 -2.24  C10 1.158
54 H 6.19 1.26 -3.43  C14 1.156
55 H 4.71 0.24 -3.04  C14 1.138
56 H 4.76 1.27 -4.65  C14 1.142
57 H 4.49 4.55 -3.19  C15 1.156
58 H 5.68 3.57 -4.27  C15 1.140
59 H 3.85 3.52 -4.58  C15 1.155
60 H 0.48 4.84 -3.80  N18 1.027
61 H -0.13 3.63 -4.85  N18 1.024
62 H -3.13 4.35 -4.13  C20 1.158
63 H -1.60 5.28 -4.51  C20 1.154
64 H -3.08 5.76 -1.69  C21 1.140
65 H -1.82 6.85 -2.64  C21 1.155
66 H -4.51 6.06 -4.10  C22 1.150
67 H -4.53 7.43 -2.84  C22 1.148
68 H -3.57 2.94 -2.52  C24 1.157
69 H -2.94 3.68 -0.98  C24 1.156
70 H -1.72 0.21 -2.95  C26 1.136
71 H -1.77 -2.24 -1.82  C27 1.148
72 H -2.76 -2.48 0.74  C28 1.138
73 H -3.74 -0.36 1.93  C29 1.142
74 H -4.81 1.92 1.72  C31 1.150
75 H -4.35 3.22 0.49  C31 1.157
76 H -3.21 2.83 1.88  C31 1.148
77 H -0.42 4.46 1.77  C34 1.153
78 H -1.31 3.04 0.92  C34 1.140
79 H -1.72 4.78 0.52  C34 1.157
80 H 3.39 7.27 0.33  C38 1.140
81 H 1.98 7.89 1.46  C38 1.154
82 H 3.35 6.90 2.16  C38 1.152
83 N 3.07 -4.21 6.45  C84 1.344, C88 1.345
84 C 3.57 -3.10 7.01  N83 1.344, C85 1.386, H89 1.086
85 C 3.65 -2.89 8.38  C84 1.386, C86 1.387, H90 1.083
86 C 3.18 -3.89 9.22  C85 1.387, C87 1.388, H91 1.085
87 C 2.66 -5.05 8.67  C86 1.388, C88 1.385, H92 1.083
88 C 2.63 -5.16 7.29  N83 1.345, C87 1.385, H93 1.086
89 H 3.93 -2.34 6.31  C84 1.086
90 H 4.07 -1.97 8.77  C85 1.083
91 H 3.23 -3.77 10.29  C86 1.085
92 H 2.28 -5.85 9.29  C87 1.083
93 H 2.23 -6.05 6.81  C88 1.086
94 N 5.61 -8.69 4.21  C95 1.343, C99 1.342
95 C 4.99 -7.59 4.66  N94 1.343, C96 1.386, H100 1.085
96 C 5.39 -6.87 5.77  C95 1.386, C97 1.387, H101 1.082
97 C 6.50 -7.32 6.47  C96 1.387, C98 1.388, H102 1.085
98 C 7.16 -8.46 6.03  C97 1.388, C99 1.386, H103 1.083
99 C 6.68 -9.11 4.91  N94 1.342, C98 1.386, H104 1.085
100 H 4.12 -7.28 4.08  C95 1.085
101 H 4.86 -5.99 6.08  C96 1.082
102 H 6.85 -6.79 7.35  C97 1.085
103 H 8.03 -8.84 6.56  C98 1.083
104 H 7.16 -10.00 4.52  C99 1.085
105 N -2.30 -1.76 -4.45  C106 1.343, C110 1.343
106 C -3.39 -2.48 -4.72  N105 1.343, C107 1.385, H111 1.086
107 C -4.06 -2.44 -5.94  C106 1.385, C108 1.387, H112 1.083
108 C -3.58 -1.59 -6.92  C107 1.387, C109 1.387, H113 1.085
109 C -2.45 -0.83 -6.66  C108 1.387, C110 1.386, H114 1.083
110 C -1.85 -0.95 -5.42  N105 1.343, C109 1.386, H115 1.086
111 H -3.74 -3.12 -3.92  C106 1.086
112 H -4.94 -3.04 -6.10  C107 1.083
113 H -4.07 -1.53 -7.89  C108 1.085
114 H -2.04 -0.16 -7.41  C109 1.083
115 H -0.96 -0.38 -5.17  C110 1.086
116 N -6.58 -4.64 -7.14  C117 1.346, C121 1.343
117 C -6.96 -4.73 -5.85  N116 1.346, C118 1.386, H122 1.085
118 C -8.27 -4.94 -5.44  C117 1.386, C119 1.387, H123 1.083
119 C -9.25 -5.06 -6.42  C118 1.387, C120 1.387, H124 1.085
120 C -8.89 -4.97 -7.76  C119 1.387, C121 1.385, H125 1.083
121 C -7.55 -4.76 -8.06  N116 1.343, C120 1.385, H126 1.085
122 H -6.16 -4.63 -5.12  C117 1.085
123 H -8.52 -5.00 -4.39  C118 1.083
124 H -10.29 -5.22 -6.14  C119 1.085
125 H -9.63 -5.06 -8.54  C120 1.083
126 H -7.22 -4.69 -9.09  C121 1.085
127 N -7.47 -0.37 -4.74  C128 1.342, C132 1.342
128 C -8.26 -1.42 -5.04  N127 1.342, C129 1.386, H133 1.085
129 C -9.60 -1.49 -4.73  C128 1.386, C130 1.388, H134 1.083
130 C -10.18 -0.41 -4.07  C129 1.388, C131 1.387, H135 1.085
131 C -9.40 0.69 -3.75  C130 1.387, C132 1.386, H136 1.083
132 C -8.06 0.66 -4.11  N127 1.342, C131 1.386, H137 1.085
133 H -7.76 -2.23 -5.54  C128 1.085
134 H -10.19 -2.36 -4.99  C129 1.083
135 H -11.24 -0.42 -3.81  C130 1.085
136 H -9.82 1.55 -3.24  C131 1.083
137 H -7.40 1.50 -3.88  C132 1.085
138 N 6.37 -0.19 8.56  C139 1.343, C143 1.343
139 C 7.15 -0.28 9.64  N138 1.343, C140 1.386, H144 1.085
140 C 8.50 -0.58 9.60  C139 1.386, C141 1.388, H145 1.083
141 C 9.08 -0.80 8.36  C140 1.388, C142 1.387, H146 1.085
142 C 8.30 -0.72 7.22  C141 1.387, C143 1.386, H147 1.083
143 C 6.96 -0.40 7.37  N138 1.343, C142 1.386, H148 1.086
144 H 6.64 -0.10 10.59  C139 1.085
145 H 9.08 -0.64 10.51  C140 1.083
146 H 10.14 -1.05 8.29  C141 1.085
147 H 8.72 -0.89 6.24  C142 1.083
148 H 6.30 -0.32 6.51  C143 1.086

Results of the Löwdin charge analysis, in e, for atoms 1 through 2: -0.02 -0.41